Molecular formula: C6H10
Method: DFT, wB97M-V/def2-TZVPD

Each atom is followed by the atoms it is bonded to, with distances in Å.
Element x y z (Å)
1 C -1.24 0.57 1.25  C2 1.530, H7 1.114, H8 1.105, H9 1.267
2 C -1.35 -0.12 -0.11  C1 1.530, C3 1.490, H10 1.100, H11 1.099
3 C 0.06 -0.23 -0.58  C2 1.490, C4 1.477, C5 1.567, C6 1.473
4 C 0.98 0.90 -0.85  C3 1.477, C5 1.487, H12 1.081, H13 1.104
5 C 1.49 -0.17 0.05  C3 1.567, C4 1.487, C6 1.490, H14 1.083
6 C 0.95 -1.40 -0.57  C3 1.473, C5 1.490, H15 1.081, H16 1.102
7 H -2.15 0.27 1.82  C1 1.114
8 H -1.41 1.66 1.10  C1 1.105
9 H -0.04 0.32 1.54  C1 1.267
10 H -1.95 0.50 -0.80  C2 1.100
11 H -1.83 -1.10 -0.07  C2 1.099
12 H 1.45 1.07 -1.81  C4 1.081
13 H 0.65 1.82 -0.34  C4 1.104
14 H 2.39 -0.10 0.66  C5 1.083
15 H 1.42 -1.82 -1.45  C6 1.081
16 H 0.58 -2.15 0.15  C6 1.102

Gap between HOMO and LUMO = 9.330 eV
SMILES = CC[C@]12C[C@H]1C2
ΔE to the lowest compared entry with this formula, charge and spin = 88.1 kcal per mole
DFT total energy = -6380.04003 eV

Löwdin population analysis, charges in e, atoms 1 to 8: -0.11 -0.21 -0.34 -0.10 -0.19 -0.09 0.07 0.06